C30H57F9NO4S | wB97M-V/def2-TZVPD

Structure (ORCA input):
```
! wB97M-V def2-TZVPD RIJCOSX def2/J DEFGRID3
* xyz 1 1
C 6.355 -0.814 2.278
C 5.700 0.562 2.108
S 3.995 0.707 2.699
C 3.082 0.754 1.141
C 1.712 1.436 1.353
C 1.480 2.561 0.366
N 1.157 2.052 -1.015
C 0.674 0.612 -1.103
C 0.044 0.415 -2.475
C -0.153 -1.057 -2.800
C -0.199 0.205 0.081
C -1.656 0.691 -0.018
C -1.842 2.190 -0.253
O -3.013 2.723 0.324
C -2.965 3.044 1.691
C -3.033 4.556 1.813
F -2.853 4.918 3.117
F -1.976 5.068 1.096
C -4.300 5.297 1.274
F -4.357 6.521 1.856
F -4.144 5.448 -0.069
C -5.705 4.663 1.471
F -6.585 5.508 0.878
F -5.729 3.459 0.825
C -6.217 4.423 2.906
F -6.581 5.592 3.477
F -5.204 3.917 3.664
C 0.507 0.477 1.445
F -0.428 1.177 2.240
C 0.869 -0.822 2.176
C -0.345 -1.521 2.780
C -0.016 -2.900 3.372
C -1.261 -3.760 3.642
C -1.337 -5.052 2.822
C -1.083 -4.933 1.315
C -0.419 -6.190 0.737
C 1.055 -6.377 1.117
O 1.964 -6.204 0.037
C 2.550 -4.936 -0.071
H 5.646 -1.531 2.692
H 6.713 -1.204 1.327
H 7.194 -0.755 2.967
H 6.236 1.321 2.677
H 5.722 0.879 1.068
H 2.970 -0.246 0.725
H 3.690 1.329 0.438
H 1.733 1.946 2.319
H 2.370 3.184 0.291
H 0.670 3.205 0.698
H 0.470 2.654 -1.477
H 1.997 2.113 -1.587
H 1.578 -0.004 -1.082
H 0.710 0.861 -3.219
H -0.908 0.942 -2.530
H -0.188 -1.222 -3.874
H 0.673 -1.649 -2.419
H -1.076 -1.452 -2.376
H -0.247 -0.883 -0.022
H -2.104 0.144 -0.851
H -2.219 0.395 0.865
H -0.989 2.775 0.090
H -1.947 2.378 -1.312
H -2.021 2.762 2.161
H -3.766 2.554 2.237
H -7.053 3.721 2.876
H 1.354 -1.509 1.479
H 1.590 -0.601 2.967
H -0.772 -0.893 3.560
H -1.113 -1.652 2.011
H 0.645 -3.426 2.680
H 0.545 -2.757 4.297
H -1.275 -4.040 4.697
H -2.161 -3.157 3.489
H -0.625 -5.767 3.246
H -2.324 -5.497 2.960
H -2.038 -4.790 0.801
H -0.476 -4.052 1.092
H -0.979 -7.048 1.117
H -0.492 -6.204 -0.350
H 1.228 -7.388 1.478
H 1.330 -5.687 1.920
H 2.828 -4.778 -1.109
H 3.453 -4.873 0.547
H 1.863 -4.136 0.228
C -1.523 5.442 -4.817
C -1.604 3.993 -4.384
O -1.488 3.838 -2.962
H -0.584 5.888 -4.489
H -1.587 5.525 -5.902
H -2.341 6.021 -4.386
H -0.781 3.416 -4.805
H -2.540 3.543 -4.727
H -2.210 4.329 -2.554
C 2.811 -3.154 -6.067
C 2.927 -1.815 -5.368
O 2.857 -1.934 -3.942
H 1.878 -3.648 -5.794
H 2.837 -3.031 -7.149
H 3.636 -3.811 -5.783
H 2.097 -1.165 -5.642
H 3.855 -1.311 -5.655
H 3.584 -2.496 -3.660
*
```

Computed properties:
Strongest force on any atom (eV Å⁻¹): 0.73
HOMO level (eV): -11.36

Mulliken population analysis, charges in e, atoms 1 to 8: number 1, C, carries -1.06; number 2, C, carries -0.39; number 3, S, carries -0.18; number 4, C, carries -1.23; number 5, C, carries -1.08; number 6, C, carries -1.81; number 7, N, carries 0.39; number 8, C, carries -0.91

---

C30H57FN12O20 | wB97M-V/def2-TZVPD

Structure (ORCA input):
```
! wB97M-V def2-TZVPD RIJCOSX def2/J DEFGRID3
* xyz 0 1
C 1.700 0.207 4.479
C 2.336 0.462 3.063
C 2.593 -0.785 2.153
C 2.659 1.787 2.739
C 2.145 2.543 1.461
C 0.700 2.100 1.003
C -0.342 3.296 0.887
C -0.251 3.920 -0.574
C -1.800 2.939 1.368
C -2.645 2.039 0.380
C -2.088 0.567 0.228
C -2.362 -0.406 1.295
C -1.798 -1.806 1.152
C -0.988 -2.159 -0.016
C -0.731 -1.154 -1.120
N 0.058 -1.581 -2.191
C 0.244 -0.593 -3.122
C 1.136 -0.933 -4.366
C 2.158 0.260 -4.558
F 0.344 -1.115 -5.533
C -0.359 0.776 -3.004
N -1.127 1.238 -1.966
C -1.281 0.224 -1.019
H 0.601 0.001 4.297
H 2.198 -0.638 5.030
H 1.752 1.173 5.061
H 1.596 -1.148 1.766
H 3.057 -1.641 2.729
H 3.264 -0.576 1.281
H 3.304 2.349 3.474
H 2.889 2.382 0.624
H 2.160 3.661 1.672
H 0.820 1.589 -0.001
H 0.229 1.319 1.677
H 0.036 4.099 1.594
H 0.159 4.972 -0.493
H -1.227 3.970 -1.122
H 0.512 3.345 -1.174
H -1.817 2.502 2.412
H -2.352 3.924 1.454
H -2.845 2.525 -0.616
H -3.668 1.922 0.855
H -2.964 -0.119 2.191
H -2.030 -2.524 1.978
H -0.550 -3.190 -0.103
H 1.742 -1.844 -4.109
H 1.671 1.103 -5.117
H 2.485 0.623 -3.549
H 3.076 -0.048 -5.130
H -0.147 1.504 -3.836
C -0.372 -4.356 -4.111
N 0.565 -5.500 -3.974
O 0.115 -6.547 -3.540
O 1.716 -5.311 -4.308
H -1.358 -4.669 -3.779
H 0.004 -3.544 -3.490
H -0.391 -4.072 -5.162
C -4.025 7.328 -0.396
N -3.339 6.389 0.530
O -4.037 5.713 1.260
O -2.125 6.368 0.489
H -5.098 7.240 -0.250
H -3.684 8.333 -0.157
H -3.749 7.048 -1.410
C -1.207 1.230 -6.569
N -1.242 2.625 -7.078
O -1.739 2.812 -8.170
O -0.766 3.482 -6.358
H -1.661 0.576 -7.307
H -0.166 0.966 -6.409
H -1.768 1.207 -5.636
C 0.726 -9.657 -2.903
N 1.410 -10.605 -1.985
O 0.712 -11.281 -1.253
O 2.625 -10.639 -2.031
H -0.347 -9.738 -2.752
H 1.074 -8.654 -2.664
H 0.995 -9.935 -3.920
C 3.030 -9.868 1.037
N 3.585 -8.525 1.347
O 4.776 -8.358 1.176
O 2.803 -7.685 1.752
H 3.836 -10.507 0.689
H 2.594 -10.261 1.953
H 2.278 -9.743 0.265
C -5.574 0.102 -1.635
N -5.628 1.504 -2.124
O -6.122 1.700 -3.217
O -5.170 2.357 -1.390
H -6.014 -0.548 -2.387
H -4.527 -0.149 -1.472
H -6.140 0.055 -0.707
C 1.326 7.143 2.729
N 2.261 5.999 2.883
O 1.806 4.955 3.314
O 3.419 6.187 2.566
H 0.335 6.830 3.048
H 1.693 7.955 3.354
H 1.322 7.425 1.678
C -5.158 -2.973 1.842
N -6.087 -2.058 1.131
O -6.089 -0.889 1.464
O -6.781 -2.548 0.262
H -4.607 -2.402 2.585
H -5.759 -3.746 2.317
H -4.483 -3.397 1.101
C 5.311 -5.370 2.552
N 5.863 -4.026 2.866
O 7.054 -3.855 2.695
O 5.079 -3.190 3.272
H 6.118 -6.008 2.203
H 4.874 -5.767 3.466
H 4.557 -5.244 1.779
C 2.524 9.271 6.841
N 2.336 9.317 5.368
O 1.226 9.060 4.933
O 3.304 9.608 4.699
H 1.580 9.000 7.305
H 3.287 8.525 7.051
H 2.842 10.261 7.162
*
```

Computed properties:
Strongest force on any atom (eV Å⁻¹): 4.47
HOMO level (eV): -6.98
SMILES string: CC(C)=CCC[C@@H](C)CCc1cccc2nc([C@H](C)F)cnc12.C[N+](=O)[O-].C[N+](=O)[O-].C[N+](=O)[O-].C[N+](=O)[O-].C[N+](=O)[O-].C[N+](=O)[O-].C[N+](=O)[O-].C[N+](=O)[O-].C[N+](=O)[O-].C[N+](=O)[O-]

Mulliken population analysis, charges in e, atoms 1 to 8: number 1, C, carries -1.05; number 2, C, carries 0.99; number 3, C, carries -0.66; number 4, C, carries -1.06; number 5, C, carries -0.35; number 6, C, carries 0.01; number 7, C, carries 1.03; number 8, C, carries -1.32

---

C30H58FI2N4O3S | wB97M-V/def2-TZVPD

Structure (ORCA input):
```
! wB97M-V def2-TZVPD RIJCOSX def2/J DEFGRID3
* xyz 1 1
C 5.041 -3.409 5.549
C 5.874 -2.377 4.794
O 5.135 -1.235 4.384
C 4.616 -0.485 5.455
C 4.512 1.003 5.074
O 4.537 1.219 3.676
C 3.398 1.839 3.150
C 2.204 0.880 3.110
O 0.970 1.616 3.162
C 0.135 1.379 4.228
N -1.229 1.196 3.647
N -1.601 2.271 2.985
C -2.701 2.225 2.279
C -3.028 3.468 1.513
C -3.500 1.039 2.231
S -4.895 1.163 1.195
C -3.137 -0.043 2.979
C -3.912 -1.335 3.000
C -4.627 -1.680 4.314
C -5.203 -3.081 4.246
F -4.158 -3.991 4.369
C -1.932 0.061 3.714
C -1.362 -1.054 4.515
I -0.357 -2.456 3.368
C -1.464 -1.054 5.849
C -2.157 0.062 6.605
I -0.684 -2.568 7.023
H 4.982 -3.193 6.617
H 4.025 -3.419 5.144
H 5.463 -4.406 5.421
H 6.260 -2.804 3.868
H 6.722 -2.041 5.407
H 3.618 -0.865 5.725
H 5.268 -0.575 6.333
H 3.582 1.401 5.502
H 5.339 1.568 5.514
H 3.647 2.164 2.138
H 3.112 2.737 3.718
H 2.193 0.322 2.171
H 2.265 0.155 3.928
H 0.062 2.234 4.909
H 0.399 0.480 4.783
H -2.471 4.305 1.930
H -4.095 3.689 1.509
H -2.705 3.338 0.474
H -5.136 -0.145 1.080
H -3.257 -2.157 2.699
H -4.700 -1.281 2.240
H -5.447 -0.979 4.495
H -3.944 -1.662 5.161
H -5.689 -3.276 3.285
H -5.919 -3.265 5.047
H -3.169 0.222 6.225
H -2.235 -0.168 7.666
H -1.602 1.001 6.519
C 1.527 1.643 -4.305
C 1.421 1.875 -2.807
N 0.282 2.703 -2.446
C 0.315 3.173 -1.077
C 0.219 2.136 0.050
C -1.008 2.237 -2.929
C -1.473 0.836 -2.508
H 1.540 2.592 -4.843
H 2.451 1.109 -4.532
H 0.702 1.042 -4.688
H 2.319 2.397 -2.464
H 1.421 0.897 -2.296
H -0.488 3.908 -0.958
H 1.247 3.732 -0.947
H -0.791 1.730 0.139
H 0.471 2.599 1.004
H 0.903 1.300 -0.111
H -0.993 2.277 -4.020
H -1.756 2.976 -2.628
H -0.673 0.098 -2.596
H -2.287 0.509 -3.156
H -1.845 0.812 -1.482
C -1.401 -1.034 -5.973
C -1.269 -1.410 -7.442
N -0.261 -0.636 -8.142
C -0.329 -0.770 -9.588
C -0.045 -2.145 -10.203
C 1.071 -0.674 -7.560
C 1.748 -2.041 -7.391
H -1.583 0.037 -5.863
H -2.244 -1.570 -5.534
H -0.513 -1.296 -5.396
H -2.223 -1.215 -7.939
H -1.105 -2.498 -7.512
H 0.354 -0.035 -10.022
H -1.334 -0.458 -9.889
H 1.015 -2.396 -10.178
H -0.355 -2.148 -11.249
H -0.595 -2.939 -9.696
H 1.019 -0.197 -6.579
H 1.712 -0.024 -8.160
H 1.062 -2.785 -6.982
H 2.585 -1.952 -6.697
H 2.145 -2.428 -8.328
*
```

Computed properties:
Strongest force on any atom (eV Å⁻¹): 1.29
HOMO level (eV): -9.33

Mulliken population analysis, charges in e, atoms 1 to 8: number 1, C, carries -1.03; number 2, C, carries -0.36; number 3, O, carries -0.34; number 4, C, carries -0.47; number 5, C, carries -0.54; number 6, O, carries -0.38; number 7, C, carries -0.71; number 8, C, carries 0.04

---

C30H58N8O11 | wB97M-V/def2-TZVPD

Structure (ORCA input):
```
! wB97M-V def2-TZVPD RIJCOSX def2/J DEFGRID3
* xyz 0 1
C -2.875 -2.882 -4.479
C -1.780 -1.864 -4.126
C -0.461 -2.657 -3.874
C 0.809 -1.767 -3.734
C 0.818 -0.996 -5.051
C -0.407 -0.090 -5.287
N -1.612 -0.904 -5.226
O -2.684 -0.470 -5.802
C -0.378 0.234 -6.869
C -0.494 1.172 -4.467
C -2.267 -1.158 -2.822
H -2.801 -3.677 -3.885
H -2.717 -3.520 -5.492
H -3.872 -2.581 -4.565
H -0.358 -3.554 -4.545
H -0.599 -2.900 -2.963
H 1.753 -2.163 -3.714
H 0.555 -1.163 -2.909
H 1.049 -1.653 -5.713
H 1.558 -0.432 -4.994
H -0.006 -0.605 -7.401
H 0.606 0.910 -7.058
H -1.192 0.840 -7.372
H 0.003 1.981 -4.900
H -0.368 1.094 -3.520
H -1.461 1.783 -4.611
H -1.664 -0.428 -2.467
H -2.508 -1.937 -2.038
H -3.119 -0.424 -2.838
N 0.222 0.499 0.620
O -0.825 0.778 0.042
O 1.073 -0.187 0.019
O 0.353 0.826 1.794
C 0.377 -1.269 6.094
C 1.371 -1.475 7.258
C 2.522 -0.408 7.201
C 2.704 0.730 6.121
C 1.556 0.697 5.089
C 0.587 -0.472 5.010
N 3.700 1.678 6.237
O 3.728 2.551 5.393
O 4.580 1.515 7.182
H -0.365 -1.836 6.327
H 1.255 -2.250 8.061
H 3.374 -0.641 8.185
H 1.548 1.447 4.149
H -0.282 -0.319 4.126
C -1.858 3.574 -2.159
O -0.731 3.851 -2.603
N -3.027 3.739 -2.796
C -4.295 3.146 -2.355
C -3.142 4.425 -4.091
H -1.867 3.005 -1.095
H -4.328 2.899 -1.214
H -4.192 2.134 -2.784
H -5.317 3.833 -2.442
H -2.569 4.010 -4.800
H -2.699 5.426 -3.824
H -4.084 4.456 -4.464
C -0.158 -5.516 -0.327
O -1.012 -4.892 -1.022
N 0.443 -4.981 0.743
C 1.478 -5.735 1.441
C -0.011 -3.775 1.276
H 0.027 -6.684 -0.615
H 2.531 -5.414 1.195
H 1.338 -6.896 1.417
H 1.722 -5.411 2.535
H -0.093 -3.988 2.408
H -0.916 -3.278 1.015
H 0.697 -2.873 1.065
C 1.806 5.605 -0.435
O 2.454 6.639 -0.758
N 1.753 5.111 0.753
C 1.214 3.681 0.799
C 2.109 5.758 2.020
H 1.509 4.977 -1.178
H 0.246 3.688 0.138
H 1.144 3.301 1.723
H 1.898 2.990 0.397
H 2.448 6.763 1.877
H 2.682 5.195 2.505
H 1.287 5.810 2.645
C -2.816 -0.865 2.685
O -2.250 -1.702 3.420
N -3.941 -0.231 2.931
C -4.668 0.579 1.903
C -4.581 -0.325 4.256
H -2.312 -0.460 1.961
H -5.081 1.599 2.422
H -5.512 0.083 1.322
H -3.938 0.885 1.169
H -4.967 -1.257 4.546
H -5.438 0.332 4.405
H -3.946 -0.200 5.090
C 4.806 -0.534 0.458
O 5.772 -0.005 0.023
N 4.909 -1.164 1.591
C 3.709 -1.740 2.329
C 6.236 -1.395 2.142
H 3.843 -0.407 0.097
H 3.088 -2.192 1.641
H 3.451 -0.949 2.825
H 3.997 -2.532 2.883
H 7.048 -0.559 1.850
H 6.802 -2.068 1.685
H 6.299 -1.522 3.189
*
```

Computed properties:
Strongest force on any atom (eV Å⁻¹): 9.19
HOMO level (eV): -8.07
ΔE to the lowest compared entry with this formula, charge and spin (eV): 2.5126

Mulliken population analysis, charges in e, atoms 1 to 8: number 1, C, carries -1.90; number 2, C, carries 1.63; number 3, C, carries -1.77; number 4, C, carries -0.41; number 5, C, carries -2.67; number 6, C, carries 1.85; number 7, N, carries 0.95; number 8, O, carries -0.35

---

| no. | E_tot (eV) | LUMO (Eh) |
| --- | --- | --- |
| 1 | -77000.640 | -0.0968 |
| 2 | -93550.644 | -0.0377 |
| 3 | -73898.335 | -0.1510 |
| 4 | -66467.122 | -0.1662 |